A structure of composition H4Si4 in a non-equilibrium geometry. Source: the OMol25 dataset; level of theory: wB97M-V/def2-TZVPD.

Results
E ... -1160.1222 hartree
Relative energy (zero: lowest compared OMol25 entry of this formula, charge and spin) ... 54.0 kcal/mol
Spin multiplicity ... 1
HOMO-LUMO gap (spin up / spin down) ... 5.3 / 5.2 eV

Geometry (Å):
Si  0.3112  -1.0493  0.7091
Si  -0.0955  1.0591  -1.0962
Si  -1.7094  0.1375  0.4776
Si  1.4906  -0.6057  -1.3233
H  0.7084  -1.7140  1.8234
H  0.1614  2.4420  -0.9904
H  -2.1491  -0.8623  -0.8421
H  1.2823  0.5928  1.2419